A) {"formula": "C6H9NO", "method": "ωB97M-V/def2-TZVPD", "elements": ["C", "C", "C", "C", "C", "C", "H", "H", "H", "H", "H", "H", "H", "H", "H", "N", "O"], "coordinates": [[1.950, -0.545, 0.073], [0.568, 0.006, 0.066], [0.066, 1.251, -0.004], [-1.401, 0.998, -0.108], [-1.533, -0.174, 0.939], [-0.624, -0.869, -0.134], [2.860, 0.740, -1.053], [1.960, -1.417, -0.611], [2.161, -0.943, 1.107], [0.568, 2.177, 0.362], [-2.166, 1.779, -0.235], [-2.544, -0.633, 0.974], [-1.005, -0.054, 1.914], [-0.460, -1.978, -0.226], [-1.972, -0.646, -1.747], [-1.354, -0.132, -1.168], [2.926, 0.441, -0.147]], "nbo_charge": [-0.091, 0.002, -0.243, -0.081, -0.365, -0.117, 0.470, 0.172, 0.192, 0.234, 0.221, 0.200, 0.194, 0.205, 0.391, -0.679, -0.704], "homo_lumo_gap_ev": 9.159, "total_charge": 0}



B) {"formula": "C6H9NO", "method": "ωB97M-V/def2-TZVPD", "elements": ["C", "C", "C", "C", "C", "C", "N", "O", "H", "H", "H", "H", "H", "H", "H", "H", "H"], "coordinates": [[0.559, -1.902, 0.545], [0.267, 1.212, -1.550], [0.187, 1.217, -0.063], [-0.697, -1.623, 0.379], [1.408, 0.757, 0.672], [-1.938, -1.303, 0.219], [-0.853, 1.630, 0.524], [2.493, 0.599, 0.177], [-0.813, 1.594, 1.543], [1.248, 0.653, 1.766], [0.979, -2.069, 1.524], [1.231, -2.037, -0.288], [1.226, 1.617, -1.865], [0.207, 0.184, -1.904], [-0.551, 1.785, -1.973], [-2.245, -0.267, 0.186], [-2.710, -2.046, 0.109]], "nbo_charge": [-0.517, -0.677, 0.208, 0.106, 0.382, -0.500, -0.588, -0.506, 0.338, 0.111, 0.228, 0.233, 0.239, 0.235, 0.236, 0.245, 0.229], "smiles": "[H]/N=C(/C)C=O.C=C=C", "homo_lumo_gap_ev": 9.946, "total_charge": 0}



C) {"formula": "C6H9NO", "method": "ωB97M-V/def2-TZVPD", "elements": ["C", "C", "C", "C", "C", "C", "N", "O", "H", "H", "H", "H", "H", "H", "H", "H", "H"], "coordinates": [[1.831, -0.218, -0.509], [-0.241, 1.736, 0.508], [0.389, -0.561, -0.436], [-1.731, -0.338, 0.711], [-0.050, -1.912, -0.699], [-0.661, 0.435, -0.167], [-0.549, -2.120, 0.444], [-2.860, -0.566, 0.341], [-1.465, -0.323, 1.783], [0.345, -2.626, -1.424], [-1.198, 0.639, -1.097], [2.203, -0.014, 0.503], [2.429, -1.035, -0.913], [1.992, 0.692, -1.091], [0.294, 1.536, 1.438], [0.394, 2.344, -0.138], [-1.122, 2.330, 0.746]], "nbo_charge": [-0.681, -0.610, 0.225, 0.461, -0.020, -0.393, -0.320, -0.581, 0.124, 0.172, 0.242, 0.245, 0.230, 0.248, 0.210, 0.214, 0.231], "homo_lumo_gap_ev": [8.408, 8.415], "total_charge": 0}



Verdict on stability: C) comes out at the bottom.



A) {"formula": "C6H9NO", "method": "ωB97M-V/def2-TZVPD", "elements": ["C", "C", "C", "C", "C", "C", "H", "H", "H", "H", "H", "H", "H", "H", "H", "N", "O"], "coordinates": [[-1.161, 1.281, -0.311], [0.857, 0.224, -0.334], [2.074, -0.772, -0.049], [0.635, -1.002, 0.455], [-0.710, -1.221, -0.210], [-1.556, 0.003, 0.285], [-1.585, 2.219, 0.024], [-0.931, 1.341, -1.372], [0.282, 1.494, 1.305], [0.600, 0.123, -1.379], [2.834, -0.678, 0.783], [2.218, -1.372, -1.007], [0.503, -0.588, 1.521], [-0.508, -1.230, -1.350], [-1.707, 0.100, 1.419], [0.330, 1.430, 0.211], [-2.175, -1.352, 0.012]], "nbo_charge": [-0.267, -0.036, -0.413, -0.282, 0.079, -0.024, 0.214, 0.210, 0.360, 0.203, 0.247, 0.229, 0.208, 0.164, 0.178, -0.594, -0.477], "smiles": "C1[C@@H]2[C@H]3O[C@@H]3CN[C@@H]12", "homo_lumo_gap_ev": 9.295, "total_charge": 0}



B) {"formula": "C6H9NO", "method": "ωB97M-V/def2-TZVPD", "elements": ["C", "C", "C", "C", "C", "C", "H", "H", "H", "H", "H", "H", "H", "H", "H", "N", "O"], "coordinates": [[-0.434, -0.955, -0.046], [0.278, -0.051, 0.978], [1.660, -0.491, 0.609], [1.760, -0.089, -0.691], [0.390, 0.079, -0.926], [0.061, 1.063, 0.094], [-2.217, -2.311, -0.347], [-2.401, -0.216, -0.732], [-0.005, -1.914, -0.206], [-0.001, 0.284, 2.121], [2.319, -0.989, 1.256], [2.867, 0.185, -1.094], [-0.064, 0.150, -1.966], [0.700, 2.023, 0.134], [-1.217, 1.895, -0.672], [-1.770, -1.136, -0.004], [-1.235, 1.438, 0.179]], "nbo_charge": [-0.036, -0.279, -0.178, -0.242, -0.304, 0.092, 0.370, 0.373, 0.204, 0.212, 0.215, 0.254, 0.197, 0.154, 0.464, -0.813, -0.682], "homo_lumo_gap_ev": 9.327, "total_charge": 0}



C) {"formula": "C6H9NO", "method": "ωB97M-V/def2-TZVPD", "elements": ["C", "C", "C", "C", "C", "C", "N", "O", "H", "H", "H", "H", "H", "H", "H", "H", "H"], "coordinates": [[1.140, -1.359, -0.798], [-1.705, -0.023, -0.763], [1.035, 0.109, -0.414], [0.542, 0.412, 1.387], [-0.597, 1.180, 1.234], [-1.061, 1.155, -0.086], [1.463, 0.270, 2.226], [1.728, 0.950, -0.911], [2.011, -0.584, 2.130], [-0.951, 1.858, 2.006], [-1.437, 2.101, -0.482], [0.751, -1.503, -1.807], [0.589, -2.003, -0.119], [2.196, -1.639, -0.787], [-1.485, -0.966, -0.268], [-1.427, -0.083, -1.817], [-2.790, 0.126, -0.729]], "nbo_charge": [-0.748, -0.655, 0.528, 0.234, -0.298, -0.030, -0.642, -0.548, 0.356, 0.221, 0.198, 0.236, 0.217, 0.246, 0.222, 0.222, 0.243], "smiles": "[H]/N=C(/C=C\\C)C(C)=O", "homo_lumo_gap_ev": [7.455, 7.457], "total_charge": 0}



Verdict on stability: B) comes out at the bottom.



A) {"formula": "C6H9NO", "method": "ωB97M-V/def2-TZVPD", "elements": ["C", "C", "C", "C", "C", "C", "O", "N", "H", "H", "H", "H", "H", "H", "H", "H", "H"], "coordinates": [[-0.313, 1.002, 1.455], [-0.299, -0.417, 0.986], [-0.209, -0.022, -1.610], [1.158, -0.863, 0.302], [0.479, -0.988, -1.021], [-1.021, 0.858, -2.104], [2.194, 0.070, 0.337], [-1.185, -1.206, 1.412], [1.919, 0.871, -0.129], [-1.124, -2.167, 1.083], [1.511, -1.808, 0.714], [0.604, -1.943, -1.515], [-1.062, 1.117, 2.241], [-0.565, 1.674, 0.629], [0.655, 1.308, 1.859], [-2.084, 0.860, -1.898], [-0.660, 1.655, -2.741]], "nbo_charge": [-0.703, 0.332, 0.091, 0.016, -0.314, -0.479, -0.691, -0.658, 0.476, 0.335, 0.205, 0.237, 0.242, 0.227, 0.231, 0.230, 0.223], "smiles": "[H]/N=C(/C)[C@H](O)C=C=C", "homo_lumo_gap_ev": 9.527, "total_charge": 0}



B) {"formula": "C6H9NO", "method": "ωB97M-V/def2-TZVPD", "elements": ["C", "C", "C", "C", "C", "C", "H", "H", "H", "H", "H", "H", "H", "H", "H", "N", "O"], "coordinates": [[1.556, 0.462, -0.043], [0.653, -0.132, 0.987], [-0.813, -0.351, 0.772], [-1.169, -1.152, -0.631], [-1.395, 0.325, -0.173], [-2.198, 1.452, -0.428], [3.222, -0.130, -1.220], [2.460, -1.399, -0.423], [0.996, 0.527, 1.932], [1.140, -0.986, 1.287], [-1.354, -0.663, 1.736], [-2.272, -1.734, -0.641], [-0.320, -1.425, -1.206], [-2.493, 1.602, -1.347], [-2.227, 2.305, 0.160], [2.355, -0.379, -0.723], [1.860, 1.677, -0.040]], "nbo_charge": [0.652, -0.486, -0.252, -0.484, 0.018, -0.358, 0.411, 0.384, 0.254, 0.211, 0.237, 0.241, 0.224, 0.182, 0.197, -0.820, -0.612], "smiles": "C=C1C[C@H]1CC(N)=O", "homo_lumo_gap_ev": 9.686, "total_charge": 0}



C) {"formula": "C6H9NO", "method": "ωB97M-V/def2-TZVPD", "elements": ["O", "C", "C", "C", "C", "C", "N", "C", "H", "H", "H", "H", "H", "H", "H", "H", "H"], "coordinates": [[1.395, 2.218, 0.415], [0.502, 1.595, 1.122], [0.588, 0.003, 1.284], [-0.446, 0.698, 0.377], [-0.053, 0.477, -1.059], [-0.282, -0.874, -1.516], [-1.024, -1.777, -0.908], [-0.794, -2.497, 0.091], [0.177, 2.121, 2.026], [1.619, -0.238, 1.072], [0.263, -0.295, 2.276], [-1.427, 0.436, 0.754], [-0.507, 1.246, -1.705], [1.019, 0.751, -1.131], [-0.015, -1.115, -2.548], [-1.569, -3.174, 0.439], [0.130, -2.463, 0.670]], "nbo_charge": [-0.794, 0.209, -0.614, -0.299, -0.546, 0.330, -0.359, 0.043, 0.140, 0.234, 0.208, 0.216, 0.281, 0.339, 0.207, 0.192, 0.214], "homo_lumo_gap_ev": 4.579, "total_charge": 0}



Verdict on stability: C) comes out at the bottom.



A) {"formula": "C6H9NO", "method": "ωB97M-V/def2-TZVPD", "elements": ["C", "C", "N", "C", "C", "C", "C", "H", "H", "H", "H", "H", "H", "H", "H", "H", "O"], "coordinates": [[-2.197, 0.695, -0.437], [-1.861, -0.442, -1.147], [-0.737, -1.110, -0.501], [-0.538, -0.300, 0.600], [-1.353, 0.803, 0.770], [1.767, 0.715, 0.839], [0.496, 0.276, 1.355], [-3.009, 1.314, -0.768], [-2.390, -1.109, -1.812], [-0.073, -1.758, -0.977], [-1.495, 1.658, 1.410], [1.698, 1.433, 0.129], [2.621, 0.428, 1.437], [0.374, 0.561, 2.404], [1.987, -0.890, -1.826], [2.272, -0.899, -0.298], [2.438, -1.376, -1.176]], "nbo_charge": [-0.282, -0.050, -0.536, 0.083, -0.254, -0.686, -0.041, 0.226, 0.217, 0.456, 0.261, 0.212, 0.215, 0.213, 0.458, 0.484, -0.976], "homo_lumo_gap_ev": 7.618, "total_charge": 0}



B) {"formula": "C6H9NO", "method": "ωB97M-V/def2-TZVPD", "elements": ["O", "C", "C", "C", "C", "C", "C", "N", "H", "H", "H", "H", "H", "H", "H", "H", "H"], "coordinates": [[-1.633, 1.294, -2.507], [-1.298, 0.394, -1.780], [-0.031, -0.399, -1.908], [0.395, -1.056, -0.590], [0.477, -0.114, 0.594], [1.441, 0.800, 0.741], [-0.627, 0.217, 2.670], [-0.562, -0.368, 1.554], [-1.897, 0.239, -0.858], [0.826, 0.127, -2.297], [-0.315, -1.194, -2.611], [1.386, -1.490, -0.696], [-0.238, -1.890, -0.284], [1.911, 1.353, -0.059], [1.545, 1.218, 1.735], [0.179, 0.817, 3.091], [-1.558, 0.051, 3.202]], "nbo_charge": [-0.518, 0.435, -0.511, -0.442, 0.146, -0.423, -0.015, -0.443, 0.120, 0.233, 0.239, 0.224, 0.228, 0.216, 0.184, 0.147, 0.181], "smiles": "C=NC(=C)CCC=O", "homo_lumo_gap_ev": 9.492, "total_charge": 0}



Verdict on stability: A) comes out at the bottom.



A) {"formula": "C6H9NO", "method": "ωB97M-V/def2-TZVPD", "elements": ["C", "C", "C", "C", "C", "C", "H", "H", "H", "H", "H", "H", "H", "H", "H", "N", "O"], "coordinates": [[-0.825, -0.031, 2.229], [-1.070, 0.771, 0.961], [-0.244, 0.835, -1.386], [0.690, -0.064, -2.165], [1.307, -0.916, -1.371], [0.766, -0.814, 0.000], [0.207, -0.144, 2.674], [-0.974, -1.117, 2.036], [-1.407, 0.397, 3.030], [0.080, 1.862, -1.424], [-1.210, 0.863, -1.750], [0.865, -0.053, -3.192], [2.045, -1.573, -1.662], [1.643, -0.498, 0.676], [0.186, -1.580, 0.463], [-0.323, 0.306, -0.035], [-1.735, 1.756, 0.915]], "nbo_charge": [-0.727, 0.674, -0.248, -0.165, -0.217, -0.236, 0.230, 0.217, 0.240, 0.203, 0.211, 0.215, 0.219, 0.196, 0.214, -0.413, -0.613], "smiles": "CC(=O)N1CC=CC1", "homo_lumo_gap_ev": 9.855, "total_charge": 0}



B) {"formula": "C6H9NO", "method": "ωB97M-V/def2-TZVPD", "elements": ["C", "C", "C", "C", "C", "C", "H", "H", "H", "H", "H", "H", "H", "H", "H", "N", "O"], "coordinates": [[-2.239, -0.349, -0.001], [-0.784, 0.157, 0.081], [0.042, 1.368, 0.800], [1.053, 1.058, -0.330], [1.420, -0.450, 0.365], [0.133, -0.925, 0.594], [-3.032, 0.395, -0.259], [-2.454, -1.135, 0.929], [-2.360, -1.238, -0.783], [0.221, 1.322, 1.785], [-0.630, 2.104, 0.436], [2.040, 1.592, -0.777], [2.161, -0.253, 1.207], [0.746, -1.148, -1.363], [-0.421, -1.291, 1.479], [1.079, -1.494, -0.391], [-0.197, 0.620, -1.121]], "nbo_charge": [-0.654, 0.240, -0.407, 0.041, -0.090, -0.160, 0.235, 0.228, 0.241, 0.199, 0.212, 0.241, 0.196, 0.382, 0.214, -0.573, -0.543], "smiles": "C[C@]12C[C@H](O1)[C@@H]1N[C@@H]12", "homo_lumo_gap_ev": 9.705, "total_charge": 0}



Verdict on stability: B) comes out at the bottom.